The following is a quantum chemistry calculation of a gas-phase ion, C9H20N3O (charge +1) in a non-equilibrium geometry, from OMol25.

Structure (XYZ):
```
33
Properties=species:S:1:pos:R:3
C -2.4780 0.3160 -0.4374
C -0.1401 -0.5260 0.3474
C -2.0004 0.1522 -1.8634
C 3.1225 0.4264 1.0668
C 2.5982 0.2294 -1.4448
C -1.6289 -2.4226 -0.1013
C -1.8346 0.7332 1.9322
C 0.5203 1.7935 0.3503
C 2.1671 -0.1149 0.0169
N -0.2870 -1.7835 0.0311
N -1.6080 0.1245 0.6021
N 0.8163 0.3282 0.2882
O -3.6313 0.5654 -0.1414
H -2.1187 -0.8950 -2.1500
H -2.7361 0.5476 -2.4819
H -1.1077 0.6151 -2.2025
H 3.0685 1.4708 1.0266
H 2.8665 0.1975 2.1056
H 4.0324 -0.1822 0.8244
H 3.2802 1.0628 -1.4142
H 1.8163 0.6150 -2.0203
H 3.1590 -0.5253 -1.9180
H -2.4114 -2.0932 0.5653
H -2.0043 -2.3263 -1.0793
H -1.5235 -3.5183 0.0630
H -2.8223 0.6951 2.1759
H -1.3207 0.1921 2.6291
H -1.5223 1.8262 1.9361
H -0.4790 1.9374 -0.0296
H 1.2753 2.2084 -0.1920
H 0.4900 2.0942 1.3450
H 2.0870 -1.2307 0.0535
H 0.3546 -2.5131 0.1168
```

Kohn-Sham gap	10.500	eV
E_HOMO	-13.4	eV
total charge	+1
SMILES string	CN/C(N(C)C(C)=O)=[N+](/C)C(C)C
energy above the lowest of the compared OMol25 structures with the same formula, charge and spin	44.9	kcal/mol


The following is a quantum chemistry calculation of a gas-phase ion, C9H20N4 (charge +2) in a non-equilibrium geometry, from OMol25.

Structure (XYZ):
```
33
Properties=species:S:1:pos:R:3
C 0.8181 -0.4471 -0.2554
C -1.3748 0.4590 -0.8442
C 2.8237 -0.0741 0.8794
C 2.8458 -1.5688 0.4891
C -1.9312 1.3037 -1.9501
C 1.6464 1.8260 -0.2946
C 1.1598 -2.8878 -0.8956
C -2.9033 1.4887 0.8485
C -1.3809 -0.3665 1.4265
N 1.6624 0.4508 0.1427
N 1.5472 -1.7578 -0.1249
N -1.9060 0.5445 0.3476
N -0.3154 -0.3942 -1.0981
H 2.6096 0.1052 1.9162
H 3.7376 0.4735 0.7122
H 3.6101 -1.9756 -0.1518
H 2.7342 -2.1808 1.3511
H -3.0297 1.1704 -1.8821
H -1.4017 0.9615 -2.8795
H -1.5862 2.3529 -1.7718
H 1.3066 2.6526 0.4792
H 2.6814 2.0992 -0.6636
H 0.9734 1.8310 -1.1674
H 2.1028 -3.3227 -1.3170
H 0.5536 -2.7081 -1.7040
H 0.5620 -3.6521 -0.3146
H -3.2346 2.1654 -0.0161
H -3.8984 1.1050 1.0559
H -2.5088 2.2660 1.5636
H -0.7047 0.2751 2.1708
H -2.1759 -0.7174 1.9757
H -0.8756 -1.2993 1.0582
H -0.3682 -0.7652 -1.9890
```

Kohn-Sham gap	8.728	eV
E_HOMO	-16.4	eV
total charge	+2
SMILES string	CC([NH+]=C1N(C)CCN1C)=[N+](C)C
energy above the lowest of the compared OMol25 structures with the same formula, charge and spin	15.1	kcal/mol


The following is a quantum chemistry calculation of a gas-phase ion, C9H20NO (charge +1) in a non-equilibrium geometry, from OMol25.

Structure (XYZ):
```
31
Properties=species:S:1:pos:R:3
C 1.7911 0.2004 -0.6964
C 2.7826 -1.9135 -0.1796
C 0.7491 0.9228 0.1163
C 0.1409 2.0389 -0.6922
C 1.6874 1.5468 1.2861
C -2.5207 0.5991 0.1675
C -1.3177 -0.9315 -1.3459
C -1.6915 -1.6649 0.8952
C -1.4395 -0.3960 0.1311
N -0.1445 0.0062 0.6279
O 2.5290 -0.6934 0.0430
H 1.3645 -0.4121 -1.6726
H 2.4424 1.0191 -1.0070
H 3.2758 -2.3732 0.6000
H 2.3654 -2.6303 -0.8721
H 0.9679 2.5968 -1.1076
H -0.5171 2.6122 -0.0391
H -0.6547 1.4787 -1.3454
H 2.6801 1.9071 1.0264
H 1.9014 0.7976 2.0779
H 1.1533 2.4024 1.7786
H -2.2960 1.4774 -0.3340
H -3.4727 0.5164 -0.2930
H -2.7345 0.7866 1.2325
H -1.1429 -0.1552 -2.1080
H -2.2453 -1.5840 -1.3854
H -0.5198 -1.5882 -1.5326
H -2.5350 -2.1896 0.4747
H -0.8291 -2.3960 0.9940
H -2.0108 -1.2979 1.8581
H 0.2407 -0.6828 1.3014
```

Kohn-Sham gap (alpha / beta)	5.697 / 5.699	eV
E_HOMO (alpha / beta)	-12.1 / -12.1	eV
total charge	+1
energy above the lowest of the compared OMol25 structures with the same formula, charge and spin	96.5	kcal/mol


The following is a quantum chemistry calculation of a molecular structure, C9H20NO2 in a non-equilibrium geometry, from OMol25.

Structure (XYZ):
```
32
Properties=species:S:1:pos:R:3
C 2.2533 0.6823 -0.4533
C 3.7689 0.3327 -0.7252
C 2.8373 0.9627 0.9362
C 4.1890 -0.9502 -1.3606
C -2.3420 1.5402 1.4273
C -1.6038 1.9458 -0.9649
C -1.2646 -1.8865 1.7068
C -0.8897 -2.0735 -0.7240
C -1.8928 0.9204 0.0457
N -0.9144 -1.2715 0.4257
O 4.0876 0.5002 0.6527
O -0.7898 0.1494 0.2725
H 1.9677 1.5973 -0.8697
H 1.5582 -0.1760 -0.4887
H 4.1510 1.2190 -1.3026
H 2.7625 1.5176 1.8751
H 4.9546 -1.4904 -0.7763
H 4.5699 -0.7529 -2.3550
H 3.3681 -1.6268 -1.2287
H -1.9808 0.8480 2.2372
H -1.9521 2.5220 1.7600
H -3.4426 1.5685 1.4385
H -1.1374 1.5851 -1.8808
H -0.9668 2.5778 -0.3740
H -2.4621 2.4603 -1.3381
H -0.4790 -1.7085 2.3978
H -2.1856 -1.5755 2.2692
H -1.2830 -2.9707 1.3571
H 0.0869 -2.1459 -1.1371
H -1.2133 -3.0263 -0.5059
H -1.4779 -1.6013 -1.5431
H -2.7000 0.2574 -0.2354
```

Kohn-Sham gap	4.814	eV
E_HOMO	-11.0	eV
total charge	+1
energy above the lowest of the compared OMol25 structures with the same formula, charge and spin	133.0	kcal/mol


The following is a quantum chemistry calculation of a molecular structure, C9H20NO2Pt in a non-equilibrium geometry, from OMol25.

Structure (XYZ):
```
33
Properties=species:S:1:pos:R:3
C 0.4481 2.9230 1.2197
C -1.0639 2.5052 1.0541
C -1.5496 1.4042 2.0480
C -1.1604 -0.0765 1.6657
C 0.3970 -0.3135 1.5253
N -1.9197 -0.6155 0.5303
O -1.4658 -0.1389 -0.5554
C -1.6926 -1.0471 -1.6823
C -0.3713 -1.8885 -1.8146
O 0.7115 -0.9790 -1.9534
C 1.9356 -1.6925 -1.7223
C 3.1811 -0.8758 -2.1858
H 0.6291 4.0007 1.0517
H 0.8852 2.6119 2.1936
H 1.0227 2.3628 0.4421
H -1.6586 3.4201 1.2946
H -1.2628 2.2873 -0.0128
H -2.6678 1.4409 2.0424
H -1.2348 1.5779 3.0952
H -1.4866 -0.7255 2.5179
H 0.7676 -0.0969 0.5000
H 0.7115 -1.3121 1.8873
H 0.8667 0.4561 2.1792
H -2.5864 -1.6835 -1.5393
H -1.8061 -0.4183 -2.5875
H -0.5129 -2.5202 -2.7204
H -0.1983 -2.5059 -0.9015
H 1.8784 -2.6656 -2.2679
H 2.0622 -1.8860 -0.6265
H 3.0672 0.1893 -1.8906
H 4.1213 -1.2625 -1.7404
H 3.2132 -0.8987 -3.2951
Pt -3.2610 -1.5769 2.2487
```

Kohn-Sham gap	6.124	eV
E_HOMO	-12.6	eV
total charge	+1


The following is a quantum chemistry calculation of 2 unconnected molecules or ions with the total composition C9H20OSi in a non-equilibrium geometry, from OMol25.

Structure (XYZ):
```
31
Properties=species:S:1:pos:R:3
C -1.0144 -0.7413 1.4667
C -0.5844 -1.6664 2.3708
C -0.6871 -0.8766 -2.1515
C 1.5811 -1.0068 -1.3368
C -0.8964 -2.6432 4.4633
C 0.9918 1.8753 0.2787
C 1.4350 2.1728 -3.0878
C -1.4140 2.1794 -1.2982
C 0.4452 -0.2323 -1.7229
O -0.9360 -1.4936 3.6797
Si 0.4098 1.6255 -1.5219
H -1.7801 -0.0320 1.7118
H 0.0468 -2.5065 2.1980
H -1.6526 -0.4656 -2.3696
H -0.7610 -0.9246 0.4513
H -0.8359 -1.8793 -1.9791
H 2.0117 -1.7710 -2.1242
H 1.4099 -1.7224 -0.4159
H 2.4836 -0.4073 -0.9679
H -1.3980 -2.5365 5.4188
H 0.1167 -2.9686 4.5986
H -1.5954 -3.3571 4.0235
H 0.4463 1.3631 1.1053
H 1.9138 1.7135 0.6956
H 0.8209 2.9983 0.3889
H 0.8355 1.8662 -4.0637
H 1.8403 3.1458 -3.0808
H 2.2377 1.4335 -3.0518
H -1.5862 2.3274 -0.2053
H -1.7780 3.1446 -1.7514
H -2.1068 1.3858 -1.7222
```

Kohn-Sham gap	9.565	eV
E_HOMO	-8.7	eV
SMILES string	C=C(C)[Si](C)(C)C.C=COC
energy above the lowest of the compared OMol25 structures with the same formula, charge and spin	84.3	kcal/mol